{
  "formula": "C7H8HoN2O5",
  "method": "ωB97M-V with the def2-TZVPD basis set",
  "lumo_energy_ha": [-0.50868, -0.50488],
  "total_charge": 3,
  "multiplicity": 5,
  "species": ["Ho", "C", "O", "C", "O", "C", "O", "C", "O", "C", "H", "H", "C", "H", "H", "N", "C", "N", "O", "H", "H", "H", "H"],
  "coordinates": [[0.0006, -0.3133, -1.0018], [-0.0021, 1.1966, 0.9183], [-0.0039, 2.0322, 1.8064], [-0.0042, 1.9266, -1.8002], [-0.0065, 2.9665, -2.2641], [-2.1460, 0.0432, -0.8982], [-3.2794, 0.0428, -0.8745], [2.1457, 0.0522, -0.8985], [3.2790, 0.0566, -0.8747], [0.0035, -1.7489, -2.6162], [0.9572, -2.2439, -2.3263], [-0.9482, -2.2478, -2.3266], [0.0010, -0.5010, -3.2723], [-0.9427, -0.0192, -3.5804], [0.9427, -0.0151, -3.5801], [1.1707, -0.1162, 3.1369], [0.0007, -0.1696, 2.5903], [-1.1701, -0.1251, 3.1357], [0.0010, -0.2862, 1.2610], [1.2197, -0.1754, 4.1432], [2.0344, -0.0756, 2.5913], [-2.0334, -0.0934, 2.5888], [-1.2197, -0.1860, 4.1420]],
  "forces_ev_per_a": [[-0.126, 0.716, 6.697], [0.015, 6.025, 0.328], [0.003, -3.556, -3.728], [-0.040, 4.046, -2.252], [0.013, -2.880, 1.568], [-7.782, 1.031, 0.238], [2.888, 0.083, -0.020], [7.877, 1.008, 0.141], [-2.883, 0.085, 0.002], [0.032, 0.878, -4.736], [-0.400, 0.073, -0.287], [0.392, 0.086, -0.274], [0.016, -3.986, -1.871], [0.338, -0.223, 0.027], [-0.337, -0.222, 0.023], [0.367, -0.356, 0.861], [-0.017, -1.847, 0.171], [-0.369, -0.358, 0.867], [0.010, -0.823, 0.754], [0.491, 0.283, 0.275], [-0.493, -0.175, 0.467], [0.499, -0.170, 0.474], [-0.497, 0.281, 0.277]],
  "mulliken_spin": [4.0798, -0.0443, -0.0012, -0.0100, 0.0047, -0.0099, 0.0032, -0.0116, 0.0048, -0.0227, -0.0020, -0.0013, 0.0153, 0.0017, 0.0022, -0.0003, -0.0022, -0.0004, -0.0055, 0.0000, -0.0001, 0.0000, 0.0000]
}